(1)
ORCA calculation (the ωB97M-V functional and the def2-TZVPD basis) on an isolated molecule of C5H6O in a non-equilibrium geometry.

XYZ file:
```
12
Properties=species:S:1:pos:R:3:forces:R:3
C -0.21911 -1.93190 1.18873 -0.373 0.002 -0.079
C 0.31158 -1.12473 0.30928 0.133 -0.409 0.440
C 1.17021 -0.37596 -0.38072 0.196 -0.230 -0.889
C 0.63288 0.89618 -0.71083 -0.186 0.426 1.486
C -0.73481 0.96436 -0.61594 0.223 0.946 -0.887
O -1.42800 2.12132 -0.39877 0.373 -0.145 0.060
H 0.39793 -2.55423 1.82839 0.039 0.683 0.696
H -1.29543 -2.03088 1.27008 0.024 -0.706 -0.492
H 2.13221 -0.72599 -0.74109 -0.281 -0.318 -0.597
H 1.26524 1.77856 -0.73021 -0.141 0.205 -0.086
H -1.39187 0.21765 -1.04354 0.171 -0.276 0.473
H -0.84081 2.76561 0.02461 -0.178 -0.177 -0.124
```
Positions in Å, forces in eV/Å.

* SMILES: C=C=C/C=C/O
* HOMO-LUMO gap: 8.613 eV
* ΔE to the lowest compared entry with this formula, charge and spin: 333.7 kJ/mol
* max |F|: 0.03028 hartree/bohr
* total charge: 0
* M: 82.10 u
* lowest unoccupied orbital energy: 0.74 eV

Electronic structure analysis, natural (NBO) charges in units of e: -0.53, 0.12, -0.33, -0.32, 0.18, -0.67, 0.22, 0.22, 0.22, 0.20, 0.20, 0.48

(2)
ORCA calculation (the ωB97M-V functional and the def2-TZVPD basis) on an isolated molecule of C5H6O.

XYZ file:
```
12
Properties=species:S:1:pos:R:3:forces:R:3
O 1.57416 1.84157 -1.09513 -0.334 0.149 0.378
C 0.77624 1.98848 -0.20115 0.249 -0.013 -0.256
C 0.03289 0.85136 0.45612 -0.017 -0.069 -0.070
C 0.36501 -0.47951 -0.16260 0.036 -0.111 -0.026
C -0.43338 -1.58631 -0.01120 -0.368 -0.180 -0.072
C -1.43178 -2.38935 -0.02040 -0.043 0.131 0.383
H 0.55915 2.99824 0.20500 0.018 -0.093 -0.056
H -1.04360 1.06916 0.44949 0.160 -0.053 -0.081
H 0.31265 0.85932 1.52528 -0.028 -0.015 -0.169
H -0.40383 -1.45131 -1.19964 0.560 0.633 -0.077
H 1.32471 -0.55356 -0.66361 -0.200 -0.101 -0.016
H -1.63222 -3.14810 0.71785 -0.033 -0.279 0.061
```
Positions in Å, forces in eV/Å.

* HOMO-LUMO gap (spin up / spin down): 8.499 / 8.499 eV
* ΔE to the lowest compared entry with this formula, charge and spin: 532.3 kJ/mol
* max |F|: 0.01651 hartree/bohr
* total charge: 0
* M: 82.10 u
* lowest unoccupied orbital energy (spin up / spin down): 0.50 / 0.50 eV

Electronic structure analysis, natural (NBO) charges in units of e: -0.52, 0.45, -0.55, -0.27, -0.32, -0.30, 0.11, 0.25, 0.25, 0.45, 0.25, 0.20